C5H9ClOS | the ωB97M-V functional and the def2-TZVPD basis

- orbital gap (eV) = 9.0
- energy relative to the best compared isomer or geometry (same formula, charge and spin) (kcal per mole) = 67.1
- DFT total energy (Ha) = -1129.3996
- molecular weight (g mol⁻¹) = 152.65
- multiplicity = 1
- charge = 0
- HOMO level (eV) = -9.437

Cartesian coordinates (Å):
C -1.623 -0.056 -0.297
C -0.352 0.757 0.112
C 0.353 0.273 1.472
C 1.460 -0.248 0.595
C 0.939 0.520 -0.643
H -1.892 -2.255 -1.737
H -1.707 -0.169 -1.436
H -2.413 0.370 0.454
H -0.072 -0.378 2.250
H 0.636 1.236 2.108
H 1.613 -1.288 0.512
H 2.575 0.068 1.054
H 1.387 1.492 -0.573
H 0.634 -0.896 -1.904
O 0.936 -0.029 -2.002
S -1.419 -1.829 -0.079
Cl -1.053 2.430 0.113

natural (NBO) charges in e: C -0.605; C 0.003; C -0.449; C -0.424; C 0.037; H 0.139; H 0.271; H 0.253; H 0.236; H 0.228; H 0.231; H 0.204; H 0.204; H 0.468; O -0.687; S -0.046; Cl -0.062

C2H7NS2 | the ωB97M-V functional and the def2-TZVPD basis

- orbital gap (spin up / spin down) (eV) = 7.5 / 9.1
- energy relative to the best compared isomer or geometry (same formula, charge and spin) (kcal per mole) = 107.0
- DFT total energy (Ha) = -931.3530
- molecular weight (g mol⁻¹) = 109.22
- multiplicity = 1
- charge = 0
- HOMO level (spin up / spin down) (eV) = -8.301 / -8.581

Cartesian coordinates (Å):
C 1.857 -1.538 -0.306
C -0.388 0.937 0.721
N -0.487 -0.452 0.603
S -0.773 1.880 -0.825
S -1.872 -0.941 -0.066
H 2.579 -1.013 0.294
H 1.546 -2.572 0.077
H 1.383 -1.113 -1.191
H -0.860 1.339 1.562
H 0.693 1.188 0.747
H -2.013 2.261 -0.513
H -1.665 0.023 -1.103

natural (NBO) charges in e: C -0.498; C -0.363; N -0.572; S -0.056; S 0.295; H 0.167; H 0.182; H 0.175; H 0.222; H 0.217; H 0.130; H 0.100

C17H19Cl2N5O6S5Ti | the ωB97M-V functional and the def2-TZVPD basis

- orbital gap (spin up / spin down) (eV) = 5.7 / 6.1
- energy relative to the best compared isomer or geometry (same formula, charge and spin) (kcal per mole) = 37.8
- DFT total energy (Ha) = -5145.5717
- molecular weight (g mol⁻¹) = 668.48
- multiplicity = 2
- charge = -1
- HOMO level (spin up / spin down) (eV) = -3.971 / -4.354

Cartesian coordinates (Å):
Ti -0.852 0.064 -1.185
O 0.957 -2.558 -3.578
C 0.174 -1.871 -2.958
O 0.488 -0.995 -2.028
C -1.324 -1.969 -3.107
C -2.075 -2.763 -3.946
C -3.463 -2.666 -3.888
C -4.069 -1.786 -2.986
C -3.268 -1.030 -2.165
N -1.927 -1.137 -2.242
C -3.649 -0.012 -1.105
O -4.789 0.291 -0.858
O -2.561 0.452 -0.522
H -1.577 -3.438 -4.629
H -4.076 -3.264 -4.549
H -5.145 -1.687 -2.926
S -3.896 -2.393 5.457
C -3.064 -1.616 4.256
S -2.270 -2.410 2.955
C -1.546 -1.007 2.178
C -1.828 0.186 2.747
S -1.297 1.812 2.364
S -2.892 0.092 4.146
S -0.449 -1.422 0.873
N 0.523 1.261 -0.175
C 1.206 2.206 -1.054
C 1.549 3.546 -0.388
C 1.756 3.530 1.131
C 2.986 2.818 1.691
N 3.011 1.354 1.602
C 2.401 0.534 2.458
N 1.608 1.031 3.415
N 2.639 -0.787 2.393
C 0.288 2.430 -2.297
O 0.497 3.378 -3.025
O -0.644 1.534 -2.443
H -0.100 1.718 0.508
H 1.153 0.664 0.339
H 2.106 1.721 -1.441
H 0.737 4.243 -0.601
H 2.431 3.972 -0.874
H 0.861 3.170 1.644
H 1.876 4.574 1.437
H 3.079 3.067 2.748
H 3.879 3.176 1.176
H 3.535 0.930 0.853
H 0.719 1.549 3.111
H 1.313 0.324 4.078
H 3.127 -1.151 1.587
H 1.847 -1.365 2.648
Cl 2.534 -5.133 -1.207
C 1.863 -3.656 -0.500
Cl 2.995 -2.295 -0.630
H 1.658 -3.833 0.548
H 0.964 -3.386 -1.036

natural (NBO) charges in e: Ti 1.456; O -0.617; C 0.761; O -0.734; C 0.070; C -0.187; C -0.199; C -0.188; C 0.085; N -0.455; C 0.775; O -0.586; O -0.705; H 0.235; H 0.214; H 0.238; S -0.176; C -0.577; S 0.455; C -0.402; C -0.381; S -0.426; S 0.470; S -0.388; N -0.907; C -0.167; C -0.413; C -0.426; C -0.222; N -0.567; C 0.689; N -0.845; N -0.783; C 0.799; O -0.643; O -0.726; H 0.439; H 0.402; H 0.207; H 0.236; H 0.210; H 0.233; H 0.220; H 0.220; H 0.204; H 0.410; H 0.435; H 0.401; H 0.412; H 0.432; Cl -0.031; C -0.371; Cl -0.052; H 0.227; H 0.243

C2H6N6 | the ωB97M-V functional and the def2-TZVPD basis

- orbital gap (eV) = 10.2
- SMILES = CNn1nnnc1N
- energy relative to the best compared isomer or geometry (same formula, charge and spin) (kcal per mole) = 27.6
- DFT total energy (Ha) = -408.2519
- molecular weight (g mol⁻¹) = 114.11
- multiplicity = 1
- charge = 0
- HOMO level (eV) = -9.707

Cartesian coordinates (Å):
C 1.745 -0.507 0.460
C -1.229 0.418 -0.132
H 1.848 0.614 0.613
H 2.812 -0.920 0.226
H 1.259 -1.042 1.402
H 1.093 -0.172 -1.454
H -1.404 2.479 0.129
H 0.237 1.901 0.011
N 0.841 -0.785 -0.673
N -0.470 -0.693 -0.364
N -1.229 -1.783 -0.222
N -2.371 -1.292 0.092
N -2.378 0.048 0.189
N -0.754 1.734 -0.276

natural (NBO) charges in e: C -0.434; C 0.470; H 0.163; H 0.224; H 0.228; H 0.364; H 0.416; H 0.389; N -0.438; N -0.092; N -0.039; N -0.073; N -0.344; N -0.836

C34H46BrClN2O8P2 | the ωB97M-V functional and the def2-TZVPD basis

- orbital gap (eV) = 5.9
- SMILES = [H]/N=C(\C)C[C@@](C#C)(O[C@@H](C)[C@H](Br)CC)[C@@](O[C@@](C=C)(N=C=O)c1ccccc1)(c1ccccc1)P(O)Cl.CCOP(=O)(OCC)OCC
- DFT total energy (Ha) = -5750.6872
- molecular weight (g mol⁻¹) = 788.05
- multiplicity = 1
- charge = 0
- HOMO level (eV) = -7.767

Cartesian coordinates (Å):
C -0.557 -1.523 0.301
C -0.347 -1.306 -0.992
C -0.296 -0.775 -2.546
C 0.985 -1.449 -3.225
C 0.955 -2.585 -4.303
C 2.112 -3.756 -4.144
N 0.220 -2.768 -5.391
O -0.095 0.621 -2.568
C 0.704 1.382 -1.713
C 0.134 1.793 -0.223
C 2.318 1.088 -1.590
Br 2.864 -0.236 -0.231
C 3.050 2.501 -1.128
C 3.347 2.606 0.456
C -1.751 -1.116 -3.164
O -2.069 -2.448 -3.501
C -2.204 -3.515 -2.607
C -0.824 -4.343 -2.236
C -0.397 -4.638 -0.894
N -2.803 -3.303 -1.250
C -3.898 -3.985 -1.044
O -4.769 -4.874 -0.770
C -3.053 -4.665 -3.433
C -2.841 -6.224 -3.232
C -3.642 -7.323 -4.084
C -4.740 -6.939 -5.155
C -4.969 -5.370 -5.368
C -4.138 -4.294 -4.555
C -3.032 -0.364 -2.543
C -3.107 1.106 -1.962
C -4.418 1.808 -1.398
C -5.801 1.054 -1.374
C -5.798 -0.398 -1.986
C -4.491 -1.056 -2.545
P -1.683 -0.247 -4.925
O -1.894 1.437 -4.799
Cl -3.345 -0.911 -6.102
H -0.640 -1.358 1.436
H 1.661 -1.815 -2.342
H 1.623 -0.590 -3.704
H 1.724 -4.788 -4.521
H 3.040 -3.519 -4.796
H 2.401 -3.920 -3.032
H 0.496 -3.630 -5.902
H 0.731 2.451 -2.216
H 0.612 2.805 0.115
H -0.997 1.949 -0.187
H 0.404 1.032 0.591
H 2.814 0.833 -2.593
H 2.506 3.434 -1.514
H 4.095 2.500 -1.654
H 2.479 2.310 1.147
H 3.548 3.739 0.675
H 4.321 2.070 0.800
H -0.210 -4.764 -3.108
H 0.708 -4.425 -0.586
H -1.091 -5.000 -0.034
H -2.108 -6.655 -2.465
H -3.417 -8.452 -3.910
H -5.323 -7.742 -5.738
H -5.759 -4.998 -6.132
H -4.364 -3.192 -4.798
H -2.180 1.772 -1.968
H -4.362 2.896 -1.001
H -6.756 1.533 -0.944
H -6.803 -0.981 -1.988
H -4.605 -2.126 -2.961
H -1.357 1.822 -5.549
O 3.023 4.489 4.212
P 3.683 4.007 5.516
O 2.549 2.836 5.817
C 2.726 1.607 5.122
C 3.990 0.881 5.551
O 3.030 5.275 6.376
C 2.554 6.455 5.731
C 1.090 6.322 5.342
O 4.441 3.452 6.956
C 4.291 4.118 8.211
C 2.907 3.980 8.833
H 2.742 1.799 4.044
H 1.856 0.982 5.336
H 4.884 1.459 5.298
H 4.068 -0.090 5.055
H 4.001 0.727 6.633
H 3.184 6.711 4.873
H 2.660 7.282 6.439
H 0.876 5.387 4.818
H 0.785 7.151 4.697
H 0.461 6.322 6.236
H 4.591 5.165 8.112
H 5.014 3.662 8.896
H 2.086 4.161 8.143
H 2.804 4.676 9.670
H 2.756 2.959 9.204

Löwdin charges in e: C 0.091; C -0.030; C -0.355; C -0.075; C -0.344; C -0.083; N 0.092; O -0.143; C -0.339; C -0.058; C -0.565; Br 0.726; C -0.271; C -0.224; C -0.453; O -0.121; C -0.408; C -0.090; C -0.004; N 0.157; C -0.151; O 0.079; C -0.065; C -0.011; C -0.064; C -0.067; C -0.056; C -0.007; C -0.093; C -0.017; C -0.061; C -0.078; C -0.067; C -0.017; P 0.739; O -0.370; Cl 0.189; H 0.076; H 0.094; H 0.143; H 0.078; H 0.085; H 0.074; H 0.058; H 0.162; H 0.091; H 0.072; H 0.044; H 0.094; H 0.108; H 0.117; H 0.044; H 0.088; H 0.067; H 0.104; H 0.079; H 0.083; H 0.088; H 0.087; H 0.083; H 0.088; H 0.039; H 0.068; H 0.088; H 0.085; H 0.093; H 0.064; H 0.067; O -0.242; P 0.756; O -0.235; C -0.297; C -0.087; O -0.285; C -0.283; C -0.072; O -0.251; C -0.279; C -0.071; H 0.100; H 0.120; H 0.066; H 0.079; H 0.081; H 0.106; H 0.117; H 0.072; H 0.079; H 0.076; H 0.111; H 0.119; H 0.064; H 0.082; H 0.079

C9H13NO | the ωB97M-V functional and the def2-TZVPD basis

- orbital gap (eV) = 10.0
- SMILES = Cc1ccccc1.CC(N)=O
- energy relative to the best compared isomer or geometry (same formula, charge and spin) (kcal per mole) = 7.4
- DFT total energy (Ha) = -480.7455
- molecular weight (g mol⁻¹) = 151.21
- multiplicity = 1
- charge = 0
- HOMO level (eV) = -9.279

Cartesian coordinates (Å):
C -0.682 2.543 0.569
C 1.602 1.308 -2.230
C 2.312 0.353 -1.527
C 0.699 2.105 -1.523
C 0.437 1.866 -0.193
C 2.229 0.215 -0.150
C 1.254 0.958 0.499
H 1.694 1.357 -3.307
H 2.901 -0.315 -2.136
H 0.108 2.869 -2.021
H 2.767 -0.492 0.464
H -1.452 1.837 0.889
H -1.002 3.385 -0.042
H 1.164 0.925 1.574
H -0.322 2.940 1.498
C -2.951 -1.745 0.658
C -1.601 -2.312 0.996
O -1.404 -3.508 1.041
N -0.586 -1.419 1.178
H -3.133 -1.979 -0.393
H -3.108 -0.679 0.785
H 0.333 -1.802 1.326
H -0.700 -0.448 1.393
H -3.710 -2.331 1.175

natural (NBO) charges in e: C -0.630; C -0.201; C -0.219; C -0.214; C -0.009; C -0.200; C -0.227; H 0.219; H 0.212; H 0.207; H 0.215; H 0.210; H 0.221; H 0.199; H 0.217; C -0.720; C 0.672; O -0.617; N -0.823; H 0.244; H 0.211; H 0.399; H 0.392; H 0.242

C5H13N2 | the ωB97M-V functional and the def2-TZVPD basis

- orbital gap (eV) = 9.1
- energy relative to the best compared isomer or geometry (same formula, charge and spin) (kcal per mole) = 86.6
- DFT total energy (Ha) = -307.4836
- molecular weight (g mol⁻¹) = 101.17
- multiplicity = 1
- charge = +1
- HOMO level (eV) = -13.449

Cartesian coordinates (Å):
C -2.174 -1.273 0.070
C 0.960 -0.204 -1.273
C -2.608 0.970 0.004
C 2.648 -0.760 0.282
C 1.081 1.025 0.808
N -1.691 -0.170 -0.078
N 1.502 -0.015 -0.148
H -1.545 -2.122 -0.122
H -3.315 -1.519 -0.069
H 0.159 0.492 -1.586
H 1.362 -0.990 -2.067
H -3.621 0.685 -0.146
H -2.514 1.474 0.968
H -2.377 1.530 -0.833
H 3.521 -0.062 0.379
H 2.581 -1.316 1.168
H 2.905 -1.521 -0.550
H 2.078 1.569 0.939
H 0.259 1.654 0.487
H 0.789 0.553 1.766

natural (NBO) charges in e: C -0.019; C 0.124; C -0.447; C -0.433; C -0.419; N -0.453; N -0.244; H 0.162; H 0.158; H 0.245; H 0.247; H 0.197; H 0.218; H 0.201; H 0.244; H 0.248; H 0.234; H 0.234; H 0.251; H 0.250

C16H31NO2 | the ωB97M-V functional and the def2-TZVPD basis

- orbital gap (eV) = 9.1
- SMILES = CC(C)CCC[C@@H](C)CCOC(=O)CN1CCCC1
- energy relative to the best compared isomer or geometry (same formula, charge and spin) (kcal per mole) = 21.5
- DFT total energy (Ha) = -833.4941
- molecular weight (g mol⁻¹) = 269.43
- multiplicity = 1
- charge = 0
- HOMO level (eV) = -8.228

Cartesian coordinates (Å):
C 0.966 4.289 -2.703
H 0.624 4.600 -3.688
H 2.034 4.091 -2.759
H 0.802 5.115 -2.016
C 0.210 3.041 -2.254
C -1.283 3.338 -2.123
H -1.821 2.461 -1.768
H -1.696 3.625 -3.088
H -1.454 4.155 -1.427
H 0.334 2.280 -3.036
C 0.786 2.435 -0.965
C 0.656 3.318 0.274
H -0.394 3.414 0.550
H 1.024 4.317 0.033
C 1.459 2.838 1.488
H 1.377 3.620 2.248
H 2.514 2.771 1.209
C 1.044 1.510 2.152
C -0.471 1.387 2.289
H -0.729 0.503 2.866
H -0.875 2.260 2.798
H -0.945 1.305 1.314
H 1.466 1.533 3.166
C 1.665 0.292 1.457
C 1.489 -1.014 2.235
H 1.565 -0.843 3.312
H 2.247 -1.741 1.925
O 0.203 -1.597 2.008
C 0.132 -2.671 1.215
O 1.087 -3.199 0.701
C -1.316 -3.087 0.990
N -1.794 -2.703 -0.324
C -1.181 -3.427 -1.439
C -1.121 -2.420 -2.585
H -0.349 -2.667 -3.310
H -2.084 -2.367 -3.094
C -0.853 -1.114 -1.844
H -1.090 -0.228 -2.432
H 0.196 -1.070 -1.545
C -1.753 -1.269 -0.618
H -2.773 -0.945 -0.857
H -1.407 -0.695 0.243
H -1.793 -4.301 -1.678
H -0.169 -3.766 -1.188
H -1.949 -2.616 1.744
H -1.393 -4.174 1.071
H 2.736 0.466 1.340
H 1.240 0.154 0.464
H 0.267 1.492 -0.792
H 1.843 2.211 -1.131

natural (NBO) charges in e: C -0.608; H 0.209; H 0.206; H 0.199; C -0.207; C -0.609; H 0.204; H 0.209; H 0.202; H 0.194; C -0.396; C -0.409; H 0.201; H 0.205; C -0.383; H 0.205; H 0.196; C -0.209; C -0.616; H 0.220; H 0.208; H 0.199; H 0.194; C -0.425; C -0.088; H 0.186; H 0.217; O -0.519; C 0.781; O -0.611; C -0.306; N -0.431; C -0.233; C -0.409; H 0.216; H 0.200; C -0.418; H 0.213; H 0.201; C -0.235; H 0.187; H 0.203; H 0.194; H 0.202; H 0.215; H 0.222; H 0.213; H 0.213; H 0.197; H 0.199